A 3-piece molecular cluster, C3H13NO2 overall in a non-equilibrium geometry, computed with ωB97M-V/def2-TZVPD.

Kohn-Sham gap	9.74	eV
ΔE to the lowest compared entry with this formula, charge and spin	26.73	kcal/mol
DFT total energy	-327.29927	hartree
structure (SMILES)	CC(C)N.O.O

Last column: natural (NBO) charge in e.
Geometry (Å):
C: -0.3892 2.0800 0.4833  -0.6386
C: 0.4993 0.9713 1.0660  -0.0381
C: -0.4264 0.0818 2.0275  -0.6119
N: 0.9672 0.0200 0.0939  -0.8999
H: 0.2089 2.9940 0.6081  0.2205
H: -0.9006 1.8478 -0.4631  0.2177
H: -1.3150 2.1914 1.0408  0.2139
H: 1.2977 1.4436 1.6542  0.1817
H: 0.2327 -0.6268 2.5378  0.1991
H: -0.9490 0.5890 2.8543  0.1930
H: -1.1606 -0.3226 1.3364  0.2047
H: 1.8486 -0.4192 0.2810  0.3842
H: 0.6309 -0.0204 -0.8507  0.3826
H: -0.2775 -1.6387 -2.8384  0.4965
H: -0.9556 -0.2661 -3.3290  0.4687
O: -1.1071 -1.1507 -2.9437  -0.9765
H: 0.5812 -3.3591 -1.1179  0.4783
H: 0.4031 -1.8968 -0.9066  0.4854
O: 0.8113 -2.5187 -1.5339  -0.9614

Atomic forces in eV per Å
C -0.09 0.01 0.39
C -2.52 -1.13 1.12
C 1.07 1.23 0.26
N 0.72 -0.15 -0.09
H -0.71 0.10 -1.04
H 1.23 0.25 -0.44
H 0.21 0.19 0.91
H 0.04 -0.34 -0.35
H -0.36 -0.50 -0.46
H 0.14 0.35 -0.43
H -0.01 -0.57 0.30
H 0.10 0.01 -0.30
H 0.13 0.65 0.01
H 0.06 0.23 -0.15
H 0.22 -0.93 0.24
O -0.40 0.79 -0.17
H 0.16 -0.13 -0.34
H 0.22 0.06 -0.03
O -0.22 -0.12 0.58